1.
# C3H13N4O

A 2-piece molecular cluster, C3H13N4O overall at a distorted geometry (the ωB97M-V functional and the def2-TZVPD basis, OMol25).

Output
HOMO level (spin up / spin down)   -18.186 / -18.075 eV
Expectation value of S²   0.75
Charge   +2
Multiplicity   2
LUMO level (spin up / spin down)   -11.86 / -13.06 eV

```
21
C3H13N4O | OMol25 | the ωB97M-V functional and the def2-TZVPD basis
N 0.92821 -1.31839 1.43013
C 1.64232 -0.62399 0.25092
N 2.98420 -0.89140 0.46035
N 1.36542 -0.71169 -1.13506
H 0.61159 -0.53833 2.02805
H 0.06581 -1.52761 0.89485
H 3.22430 -0.69096 1.43659
H 3.01224 -1.92130 0.38293
H 1.98121 0.01004 -1.52766
H 1.86584 -1.58058 -1.38694
C -2.03273 0.37960 -0.90848
O -3.39999 0.14109 -0.70882
C -1.60773 1.32219 0.21715
N -0.28358 1.85801 0.05374
H -1.43001 -0.53431 -0.89858
H -1.83904 0.89203 -1.85748
H -3.53472 -0.73913 -1.08285
H -2.33250 2.14982 0.23627
H -1.65997 0.84325 1.22306
H 0.41575 1.08024 0.01661
H 0.02337 2.40143 0.87522
```

Here are the natural (NBO) charges for atoms 1 to 8, given in e: number 1, N, carries -0.673; number 2, C, carries 0.736; number 3, N, carries -0.777; number 4, N, carries -0.869; number 5, H, carries 0.407; number 6, H, carries 0.397; number 7, H, carries 0.415; number 8, H, carries 0.464

2.
# C3H13N5

A 2-piece molecular cluster, C3H13N5 overall at a distorted geometry (the ωB97M-V functional and the def2-TZVPD basis, OMol25).

Output
HOMO level   -7.853 eV
SMILES   [H]/N=C(/N)CN.CNN
LUMO level   1.05 eV

```
21
C3H13N5 | OMol25 | the ωB97M-V functional and the def2-TZVPD basis
C 2.53425 -0.31699 -0.62783
N 1.35303 0.08513 0.11825
C -0.95102 -0.35470 -0.72737
N 1.19762 -0.43784 1.42759
N -1.61019 -1.31314 -0.00953
N -0.65630 -0.57182 -1.94874
H 2.10742 -0.66704 1.82752
H 0.73769 -1.35369 1.44426
H -1.73934 -2.19622 -0.47548
H -2.03400 -0.96369 0.84806
H -0.15230 0.18117 -2.40570
H 2.59689 0.30072 -1.52101
H 2.50230 -1.38059 -0.89666
H 3.41896 -0.13424 -0.01570
C -1.59459 1.17551 -0.17189
N -1.81575 1.05702 1.27223
H -0.92571 0.93207 1.75480
H -2.26792 1.88633 1.64471
H -2.55503 1.29678 -0.68097
H -0.93749 2.01612 -0.44992
H 0.79146 0.75908 -0.40661
```

Here are the natural (NBO) charges for atoms 1 to 8, given in e: number 1, C, carries -0.414; number 2, N, carries -0.514; number 3, C, carries 0.469; number 4, N, carries -0.664; number 5, N, carries -0.862; number 6, N, carries -0.786; number 7, H, carries 0.345; number 8, H, carries 0.339

3.
# C3H13NO2

A 3-piece molecular cluster, C3H13NO2 overall at a distorted geometry (the ωB97M-V functional and the def2-TZVPD basis, OMol25).

Output
HOMO level (spin up / spin down)   1.095 / -5.663 eV
Expectation value of S²   0.75
Charge   -1
Multiplicity   2
LUMO level (spin up / spin down)   3.70 / 3.52 eV

```
19
C3H13NO2 | OMol25 | the ωB97M-V functional and the def2-TZVPD basis
C -0.39924 -1.86974 -0.20403
C -0.94810 -0.63825 0.58500
N -1.30526 0.34591 -0.45425
C -2.26812 1.37886 0.06351
H -0.85716 -1.90246 -1.20991
H -0.67297 -2.81176 0.25160
H 0.72244 -1.97052 -0.27662
H -0.32198 -0.36209 1.41155
H -1.85352 -1.04978 1.09405
H -1.67142 -0.09457 -1.35291
H -1.74086 2.23695 0.55408
H -2.83024 1.86639 -0.66677
H -2.97981 1.01344 0.81089
H 2.53865 -0.57172 0.54949
H 2.67071 -2.28633 0.47756
O 2.49192 -1.48790 0.03978
H 1.24488 1.48658 -0.06302
H 1.44538 2.97959 -0.54216
O 1.90001 2.21536 -0.10540
```

Here are the natural (NBO) charges for atoms 1 to 8, given in e: number 1, C, carries -0.734; number 2, C, carries -0.331; number 3, N, carries -0.644; number 4, C, carries -0.453; number 5, H, carries 0.167; number 6, H, carries 0.186; number 7, H, carries 0.273; number 8, H, carries 0.188

Values for ΔE to the lowest compared entry with this formula, charge and spin, kJ/mol, ordered as above
604.6; 317.1; 176.7
Values for molar mass, u, ordered as above
121.164; 119.172; 95.142